C48H125N3O16 | the ωB97M-V functional and the def2-TZVPD basis

The geometry in XYZ format:
```
192
Properties=species:S:1:pos:R:3
O 0.5806 -2.7245 1.2550
O 1.1539 3.9164 -4.1360
O -4.4276 1.3174 2.8670
O 5.0220 -5.2683 0.0674
O -2.6219 1.1486 0.7433
O -1.3532 5.3556 4.1235
O 5.4909 -3.9249 5.8904
O 0.9232 1.1950 -5.0394
O -3.9071 3.5948 -1.7010
O 2.4237 7.6783 2.3824
O 0.6180 -7.5425 -1.5505
O -6.2810 1.9007 -2.1315
O 2.3103 -6.3507 0.5190
O 5.9880 -2.4892 -0.4048
O 1.9042 1.9698 2.4256
O -2.8362 2.7339 -5.5443
N -1.1829 -1.4290 -0.3542
N -1.4520 3.2269 -3.0630
N 0.2144 5.8445 1.8364
C 5.3877 -0.3062 -1.2504
C 1.0477 3.0377 -3.0632
C -0.1954 0.8486 2.3919
C 2.2516 7.0578 1.1056
C -2.4937 5.6234 4.9085
C -4.9593 0.8143 5.1439
C -3.9582 0.6602 4.0330
C -6.2908 1.9785 0.2388
C -2.4433 0.6282 -0.5651
C 6.2741 -7.3252 0.4359
C 3.7600 -2.2549 -1.3987
C 1.5923 5.7234 1.3321
C 1.4530 5.2578 -3.7465
C 1.3763 0.3359 -3.9991
C 1.4357 0.7183 0.4269
C 2.2463 9.0710 2.3517
C -2.5055 -0.8823 -0.6262
C 2.5917 0.8887 -3.2625
C -1.1983 -2.8739 -0.2429
C -4.0258 2.9575 -6.2610
C -0.2311 3.2313 -2.2362
C -7.1250 2.1629 -1.0318
C -8.3295 1.2459 -1.0812
C 2.1074 -7.2121 1.6376
C -3.0383 5.6418 -0.7961
C 1.2562 0.7929 1.9189
C 2.9367 -6.6482 2.7846
C 4.8865 -1.6012 -0.6159
C 0.2008 0.0940 -3.0722
C -1.5745 -6.5580 -1.7492
C 5.1726 -3.5536 3.4884
C -1.7656 1.8819 -3.5852
C -1.5821 4.6074 2.9514
C -3.6265 -0.8119 3.7442
C 6.5829 -5.8735 -1.6113
C -0.2077 -6.7614 -2.4324
C 1.9408 -2.8675 1.5890
C -0.3463 -7.5594 -3.7404
C -4.8774 5.5951 -2.6173
C -4.2806 4.9541 -1.3803
C 0.2064 -3.3595 0.0580
C -3.0095 1.8968 -4.4438
C 3.5076 -2.8204 5.3097
C 4.9599 -3.0282 4.9044
C 5.5904 -6.4126 -0.5849
C -2.3705 2.5370 0.7439
C 0.6289 -7.3767 1.9681
C -0.2484 4.5132 2.2256
H 2.3927 -5.7526 3.1002
H -1.0146 -8.4162 -3.6561
H 2.1050 -3.9406 1.7061
H 1.5430 7.6905 0.5595
H 2.4741 9.5228 3.3165
H 0.4875 -0.3140 -2.1043
H 3.0033 -7.3335 3.6284
H 1.4741 1.1116 -5.8215
H -2.3694 5.8565 -1.6358
H -5.7887 5.0785 -2.9137
H 5.4898 -2.0696 4.9682
H -5.3070 1.8468 5.2362
H 0.6008 -7.9234 -4.1390
H -8.9170 1.3856 -1.9926
H 4.6256 0.4701 -1.1631
H -3.3311 6.6007 -0.3607
H 0.2740 -4.4535 0.0947
H 1.7910 -6.6627 -0.2412
H -2.1925 -5.9067 -2.3671
H 1.9277 2.9945 -2.4034
H -0.7430 -1.0963 0.4960
H 2.8501 -1.6468 -1.3689
H -5.8592 0.9790 0.1555
H -5.0017 4.8403 -0.5657
H -3.1796 4.7653 4.9270
H -5.8959 0.2948 4.9095
H 0.4815 -8.2243 2.6403
H 1.0652 2.0093 -3.4420
H 6.0926 -5.0896 -2.1913
H 4.7934 -4.5613 3.3457
H 0.5445 5.7837 -3.4469
H -3.2823 0.8560 -4.6772
H 3.9903 -2.2876 -2.4694
H 4.7076 -2.8654 2.7783
H 2.9353 -3.7528 5.2845
H -5.1245 6.6406 -2.4057
H 6.4493 -3.8930 5.7765
H 1.2085 9.3717 2.1614
H -1.9923 3.6338 3.2456
H 0.3020 6.4456 2.6503
H 1.9896 1.8829 3.3793
H -0.7223 1.6600 1.8827
H -3.0690 3.6279 -2.2323
H -4.3283 2.1043 -6.8739
H -0.9347 1.4542 -4.1587
H -0.1710 4.2678 -1.8787
H -1.4257 -6.1240 -0.7640
H -2.8536 -1.1731 -1.6183
H -3.8559 2.2358 -3.8286
H 2.9048 9.4922 1.5860
H -1.8964 1.2550 -2.6976
H 0.2647 -5.8041 -2.6458
H 6.2486 -3.4995 3.3074
H 2.9544 -2.1819 4.6167
H -5.5587 2.7812 0.3107
H -3.8768 1.0717 2.1059
H -3.2801 0.9952 -1.1787
H -2.1598 5.7800 5.9290
H -4.1671 5.6109 -3.4459
H -1.2306 3.7909 -3.8847
H 0.8907 -3.0594 -0.7473
H 6.3736 -8.3402 0.0440
H 1.9179 5.7415 -4.5999
H 0.2299 -6.4702 2.4233
H -0.6896 -6.8326 -4.4848
H -2.0159 -7.5521 -1.6781
H 2.5575 -8.1886 1.4106
H -0.3615 3.8526 1.3634
H 0.3439 -8.4623 -1.5695
H 7.4269 -5.3888 -1.1199
H -0.3598 1.0195 -2.9163
H -1.5544 1.0295 -1.0595
H 7.2735 -6.9886 0.7159
H -0.3904 2.5718 -1.3836
H -3.0703 6.4401 4.4682
H -3.2306 -1.2860 0.0935
H 2.3814 1.6417 -2.4984
H -2.6651 -0.8852 3.2354
H 1.7724 -0.0900 2.3164
H -6.8273 1.9504 1.1909
H -2.2788 5.0860 2.2499
H 4.1532 -5.5600 0.4008
H 4.7780 -6.8970 -1.1364
H 2.4665 0.6726 0.0871
H -0.7331 -0.0627 2.1145
H -5.5524 2.5343 -2.1874
H 1.5886 5.1192 0.4190
H -3.8895 3.8062 -6.9289
H 0.0864 -7.6379 1.0588
H -0.5311 -0.6054 -3.4849
H 2.6874 -2.4745 0.8967
H 2.1923 5.1213 2.0311
H -1.5656 -3.3536 -1.1538
H 2.1471 5.2408 -2.9027
H 5.7121 -7.3694 1.3693
H 3.2128 6.9854 0.5954
H -4.8304 3.2090 -5.5621
H -3.0312 3.1398 0.1097
H -4.5658 0.4535 6.0917
H -2.5107 2.8886 1.7680
H 0.9329 1.5694 -0.0548
H -8.0378 0.1930 -1.1473
H 0.5228 4.0647 2.8608
H 3.5335 -3.2667 -1.0660
H -3.0390 1.1788 4.3463
H -3.5509 -1.4197 4.6495
H -8.9720 1.4077 -0.2177
H -7.5326 3.1825 -1.0933
H 0.8200 -0.0952 0.0293
H 5.5342 -0.5231 -2.3103
H 1.6681 -0.6100 -4.4696
H -4.4562 -1.2505 3.1862
H -0.2933 1.0429 3.4590
H 5.5702 -3.3156 -0.1024
H 3.4616 -2.4404 6.3282
H 2.1804 -2.3715 2.5284
H -2.5032 5.0451 -0.0635
H 6.9027 -6.6673 -2.2863
H 4.5282 -1.3770 0.4011
H 6.2964 0.0455 -0.7702
H 3.9451 -6.3831 2.4803
H -1.3356 2.7436 0.4386
H -1.8517 -3.2599 0.5576
H 3.1665 0.1318 -2.7232
H 3.2511 1.3386 -4.0092
```

## Properties
E_LUMO: 0.012 hartree
total energy: -89026.7269 eV
highest occupied orbital energy: -8.6 eV
total charge: 0
relative energy (zero: lowest compared OMol25 entry of this formula, charge and spin): 245.5 kJ/mol

C10H10BrNO2Pd | the ωB97M-V functional and the def2-TZVPD basis

The geometry in XYZ format:
```
25
Properties=species:S:1:pos:R:3
Pd -0.9940 -0.7574 0.5463
Br 1.3273 -2.5536 1.7050
O -0.8193 1.0023 2.4960
O 0.3478 2.0200 4.0565
N 0.2951 1.3999 2.9822
C 1.4966 1.9523 -0.3674
C -1.2926 -1.0475 -1.4602
C -2.9051 -0.2720 0.0424
C 2.8565 0.0662 -0.2670
C -1.7350 -2.1940 -0.7096
C -2.7345 -1.7344 0.2676
C 2.3814 1.1882 0.4822
C -1.9982 0.1150 -1.0287
C 2.1950 0.0660 -1.5478
C 1.3765 1.2365 -1.6163
H -1.1154 -3.1008 -0.6464
H 2.2755 -0.7125 -2.2987
H 0.8929 2.8013 -0.0507
H -0.5154 -1.0050 -2.2495
H -3.0665 -2.2660 1.1671
H 3.4928 -0.7170 0.1081
H 0.7753 1.5422 -2.4634
H -3.3812 0.4386 0.7146
H 2.5996 1.3960 1.5221
H -1.7551 1.1357 -1.3844
```

## Properties
E_LUMO (spin up / spin down): -0.052 / -0.135 hartree
total energy: -89629.8295 eV
highest occupied orbital energy (spin up / spin down): -7.9 / -8.1 eV
multiplicity: 5
total charge: 0
relative energy (zero: lowest compared OMol25 entry of this formula, charge and spin): 111.5 kJ/mol

C8H17N2O5 | the ωB97M-V functional and the def2-TZVPD basis

The geometry in XYZ format:
```
32
Properties=species:S:1:pos:R:3
O -2.0663 0.2556 1.5013
O -0.3386 0.0475 -0.4020
O 0.9030 -2.1073 0.8899
O 1.3440 2.1028 -1.0559
O -2.6985 -0.2941 -0.5588
N 1.5151 -0.8973 0.5629
N 1.6962 1.0684 -0.2309
C -1.9288 -0.5269 0.4794
C 0.8129 0.1218 0.0143
C 3.0206 0.8819 0.1662
C -2.7806 1.4728 1.3024
C 2.9198 -0.6839 0.5197
C -3.0246 -1.3894 -1.4402
C 1.0405 -3.0243 -0.2557
C 0.7775 3.2808 -0.4051
H -3.6111 1.1664 0.8081
H -1.8444 -1.5858 0.8480
H -2.3724 -1.5768 -2.2116
H -3.1570 -2.4146 -0.9943
H 1.5049 4.0573 -0.4174
H -3.9527 -1.2168 -1.9971
H 0.4134 3.0297 0.6794
H 3.3284 -1.3044 -0.3240
H -2.1989 2.1557 0.8209
H 0.5217 -4.0541 -0.2254
H 3.6646 1.1294 -0.6510
H 0.7918 -2.4878 -1.1671
H 3.4102 -0.8899 1.5378
H 3.3439 1.4708 1.0666
H 2.0995 -3.2377 -0.3057
H -3.0484 1.8303 2.3452
H -0.0858 3.6200 -0.8999
```

## Properties
E_LUMO: -0.094 hartree
total energy: -21776.6371 eV
highest occupied orbital energy: -12.5 eV
total charge: +1
relative energy (zero: lowest compared OMol25 entry of this formula, charge and spin): 390.1 kJ/mol

C2H8IN2 | the ωB97M-V functional and the def2-TZVPD basis

The geometry in XYZ format:
```
13
Properties=species:S:1:pos:R:3
I -3.1498 0.1280 -0.0730
N -0.1034 1.2720 -0.4012
N 0.0236 0.0189 1.5560
C -0.1621 0.0646 0.2118
C -0.1015 -1.2568 -0.6155
H -0.0118 1.1869 -1.4348
H -0.8033 -0.6659 1.8361
H -0.7599 -1.8816 -0.1612
H 0.9572 -1.5982 -0.5912
H -0.5256 -0.9917 -1.6457
H -2.1777 0.0823 -1.3469
H 0.0114 2.1433 0.0285
H 0.0475 0.9500 2.0419
```

## Properties
E_LUMO: -0.159 hartree
total energy: -13277.3010 eV
highest occupied orbital energy: -14.0 eV
total charge: +1
relative energy (zero: lowest compared OMol25 entry of this formula, charge and spin): 81.6 kJ/mol

C6H15NO | the ωB97M-V functional and the def2-TZVPD basis

The geometry in XYZ format:
```
23
Properties=species:S:1:pos:R:3
O -3.5846 0.5273 -0.7136
N -1.9111 -1.0297 0.5852
C -2.2847 -0.6568 -0.7736
C 0.5435 -0.3594 1.0350
C 0.7812 2.0916 0.1850
C 1.0028 0.5999 -0.0627
C 2.3918 0.2132 -0.5224
C -0.5069 -1.3964 0.7367
H -0.2121 -2.0132 -0.1557
H 1.7030 2.6965 -0.0483
H -0.4996 -2.1568 1.5375
H 3.0302 0.6407 0.3188
H 2.4854 -0.8990 -0.3331
H -0.1138 2.4749 -0.3871
H 0.3663 0.2435 -0.9371
H -1.6387 0.1159 -1.1603
H -2.1355 -0.1719 1.0850
H -3.6222 -0.5041 -0.7097
H 0.5383 0.1248 1.9956
H 0.6640 2.2601 1.2585
H 2.5202 -1.8455 -0.0314
H 2.7945 0.5416 -1.4652
H -2.3120 -1.4972 -1.4374
```

## Properties
E_LUMO (spin up / spin down): 0.135 / 0.132 hartree
total energy: -9994.4090 eV
highest occupied orbital energy (spin up / spin down): -2.1 / -1.3 eV
multiplicity: 2
total charge: -1
relative energy (zero: lowest compared OMol25 entry of this formula, charge and spin): 723.8 kJ/mol

C41H33I2N9S5V | the ωB97M-V functional and the def2-TZVPD basis

The geometry in XYZ format:
```
91
Properties=species:S:1:pos:R:3
I -7.8011 -19.1008 15.4749
I -5.5320 -17.4300 15.6179
V -10.2229 -17.4517 8.4621
S -12.6149 -17.9969 9.4457
S -14.9024 -20.6726 11.6690
S -16.0354 -16.7831 10.8500
S -11.2778 -25.1291 9.1912
S -12.1841 -22.3590 8.3996
N -8.4544 -18.4747 8.7414
N -11.0866 -15.9633 7.3659
N -7.7444 -17.3499 10.8389
N -12.0293 -17.3449 5.6483
N -10.4596 -18.6959 6.8833
N -8.7268 -20.4275 7.3330
N -9.6917 -23.0570 8.9520
N -9.4378 -16.0654 9.6968
N -10.8259 -14.1615 8.9690
C -11.1916 -19.5713 4.9528
C -12.6439 -15.0018 6.0246
C -14.2795 -13.4676 5.1749
C -11.8907 -16.2089 6.2793
C -9.8765 -14.7577 9.7734
C -11.7745 -19.7445 3.7101
C -7.5988 -13.3841 12.8684
C -11.3382 -18.4631 5.8474
C -12.8489 -12.8100 7.0217
C -16.1782 -19.3696 11.6812
C -9.5325 -25.4109 9.4583
C -8.8518 -24.0385 9.6055
C -8.3945 -16.2001 10.6035
C -13.7701 -12.4760 5.9966
C -5.3013 -21.7246 9.8914
C -7.5304 -14.6869 12.4221
C -6.8630 -19.3841 10.1180
C -15.7493 -18.0081 12.1631
C -11.0015 -23.4276 8.8158
C -13.1938 -16.6402 10.5550
C -7.7226 -18.3172 9.9467
C -11.4663 -20.8907 3.0144
C -13.6498 -14.6771 5.0780
C -12.7239 -19.4551 10.5294
C -10.4088 -21.7422 3.4837
C -6.1272 -21.3828 8.8314
C -6.9286 -20.2086 8.9645
C -9.7887 -19.8907 6.7004
C -14.5456 -15.9567 10.3793
C -9.5206 -12.8500 11.4993
C -9.8018 -21.5358 4.7034
C -10.2598 -20.4567 5.4541
C -8.5715 -12.4616 12.4016
C -6.1051 -19.8061 11.1678
C -8.3723 -15.0135 11.3733
C -12.2635 -14.0671 7.0420
C -5.3832 -20.9633 11.0499
C -8.0341 -19.6715 8.1626
C -13.9823 -20.2079 10.2303
C -9.3857 -14.1277 10.9344
C -11.2604 -14.6961 7.8128
H -15.0450 -13.2019 4.5087
H -16.9917 -19.7747 12.2632
H -7.9045 -23.9298 9.1811
H -6.8662 -15.4419 12.7211
H -6.0794 -21.9437 7.9166
H -8.9692 -22.1057 5.0595
H -9.3669 -26.0740 10.3117
H -8.7934 -23.7088 10.6477
H -9.3238 -22.2673 8.4178
H -8.6447 -11.5576 12.9480
H -16.3821 -17.7244 13.0252
H -6.9179 -13.0597 13.6280
H -12.7969 -19.1598 11.5768
H -14.6070 -19.5529 9.6008
H -10.0094 -22.5331 2.8758
H -12.5888 -12.0568 7.7659
H -11.7924 -20.0978 10.4174
H -12.3164 -18.9197 3.1988
H -4.7221 -21.2379 11.8490
H -11.8606 -20.9585 1.9840
H -12.4886 -15.7578 10.4910
H -10.2254 -12.1491 11.0195
H -16.5717 -19.3665 10.6200
H -13.8603 -15.3642 4.2708
H -4.6515 -22.5455 9.7673
H -14.5054 -14.9910 10.9004
H -9.1774 -25.8476 8.5350
H -13.0169 -16.9219 11.6104
H -14.7527 -15.6694 9.3813
H -14.7634 -17.9161 12.7121
H -6.0829 -19.1664 12.0477
H -13.7726 -21.1120 9.6362
H -14.1380 -11.4856 5.8317
```

## Properties
E_LUMO (spin up / spin down): -0.090 / -0.090 hartree
total energy: -152530.4505 eV
highest occupied orbital energy (spin up / spin down): -6.6 / -6.4 eV
multiplicity: 4
total charge: 0
relative energy (zero: lowest compared OMol25 entry of this formula, charge and spin): 65.6 kJ/mol

C2H5OS | the ωB97M-V functional and the def2-TZVPD basis

The geometry in XYZ format:
```
9
Properties=species:S:1:pos:R:3
S -1.8062 1.7774 1.0148
O -0.9851 -0.9683 -0.0632
C 1.1943 -0.0797 -0.5151
C 0.2448 -1.0324 -0.6103
H -1.0269 1.7018 2.1025
H -1.1568 -0.0111 0.2592
H 0.9408 0.9674 -0.4180
H 2.2169 -0.4246 -0.5653
H 0.3783 -1.9304 -1.2046
```

## Properties
E_LUMO: 0.156 hartree
total energy: -15038.0113 eV
highest occupied orbital energy: -3.1 eV
total charge: -1
relative energy (zero: lowest compared OMol25 entry of this formula, charge and spin): 54.2 kJ/mol

C5H10NO2 | the ωB97M-V functional and the def2-TZVPD basis

The geometry in XYZ format:
```
18
Properties=species:S:1:pos:R:3
O 0.2518 1.9254 -2.2519
O 1.8406 1.8660 -0.6396
N 1.5534 -0.6468 -0.1788
C -0.6976 0.3031 0.3100
C 0.3417 0.0483 -0.7788
C -1.1571 -0.9625 1.0187
C 0.7979 1.3845 -1.3486
C -2.4117 -1.1734 1.3504
H -2.7492 -2.0541 1.8967
H -0.2544 0.9898 1.0267
H -0.0185 -0.5831 -1.5769
H 2.4036 -0.3328 -0.6616
H -3.2224 -0.5046 1.1224
H -1.5704 0.7310 -0.1805
H 1.5079 -1.6662 -0.2115
H 1.6766 -0.3476 0.7922
H -0.4167 -1.7064 1.3102
H 2.1246 2.7294 -0.9991
```

## Properties
E_LUMO: -0.137 hartree
total energy: -10925.1829 eV
highest occupied orbital energy: -14.0 eV
total charge: +1
relative energy (zero: lowest compared OMol25 entry of this formula, charge and spin): 83.8 kJ/mol

C4H12N2O2 | the ωB97M-V functional and the def2-TZVPD basis

The geometry in XYZ format:
```
20
Properties=species:S:1:pos:R:3
O 2.0287 0.3376 0.7311
O 0.3730 -1.4363 0.5553
N -1.6502 2.2285 -0.5350
N 0.0016 0.6641 -1.0204
C -0.5006 -1.4197 1.6661
C 2.0401 -0.9000 0.9839
C -0.7715 0.1844 -2.1736
C -0.5029 1.7747 -0.2915
H 2.5396 -1.5856 0.2767
H -0.3536 -0.7717 -2.4845
H -1.5315 -1.5422 1.3232
H -1.9272 2.9625 0.1112
H 0.1853 2.0445 0.5164
H -0.2588 -2.2431 2.3431
H -0.7373 0.8979 -2.9964
H 0.2160 -0.3445 -0.1522
H -1.8014 0.0579 -1.8497
H 2.0856 -1.2497 2.0304
H -0.4198 -0.4701 2.2107
H 0.9850 0.8108 -1.2446
```

## Properties
E_LUMO: 0.030 hartree
total energy: -11415.2759 eV
highest occupied orbital energy: -8.5 eV
total charge: 0
relative energy (zero: lowest compared OMol25 entry of this formula, charge and spin): 380.2 kJ/mol

For reference, max |F| by record: 2.86 9.15 4.26 4.86 4.86 3.88 1.29 1.13 1.46 eV Å⁻¹.